P:
This record from the OMol25 dataset describes a cluster of 2 separate species, CH4Cl2N2 in total. The level of theory is wB97M-V/def2-TZVPD.

Summary:
- Kohn-Sham gap (alpha / beta) (eV) = 9.542 / 7.852
- LUMO energy (alpha / beta) (hartree) = 0.01896 / -0.02333
- 2S+1 = 1

Positions of all 9 atoms, in Å:
C 1.236 -0.149 0.822
N -1.578 -0.007 -0.637
N -1.003 1.004 0.092
Cl 0.545 -1.671 0.378
Cl 2.301 0.609 -0.455
H 1.803 -0.154 1.681
H -1.825 -0.742 -0.022
H -1.023 -0.402 -1.317
H -0.456 1.512 -0.542

***

Q:
This record from the OMol25 dataset describes a cluster of 2 separate species, CH4Cl2N2 in total. The level of theory is wB97M-V/def2-TZVPD.

Summary:
- Kohn-Sham gap (alpha / beta) (eV) = 5.982 / 9.960
- LUMO energy (alpha / beta) (hartree) = -0.03726 / 0.00428
- 2S+1 = 1

Positions of all 9 atoms, in Å:
C 1.002 -0.297 -0.433
N -1.486 1.085 0.119
N 0.617 -1.441 0.101
Cl -1.439 2.355 -0.976
Cl 0.262 -1.523 1.855
H 1.624 0.364 0.142
H 0.712 -0.033 -1.432
H -1.205 1.460 1.027
H -0.087 -1.970 -0.404

***

Need the numbers? Relative energies in kcal/mol: P 0.0; Q 23.7.

***

P:
This record from the OMol25 dataset describes a cluster of 2 separate species, C4H10O2S in total. The level of theory is wB97M-V/def2-TZVPD.

Summary:
- Kohn-Sham gap (eV) = 9.278
- LUMO energy (hartree) = 0.02214
- 2S+1 = 1

Positions of all 17 atoms, in Å:
C 0.181 2.828 0.739
C -0.904 -2.187 0.768
C -0.467 0.847 -0.793
C 0.378 -2.037 -0.057
O 2.265 1.158 -0.821
O 0.171 -1.970 -1.243
S 0.698 1.331 0.356
H -0.281 3.610 0.038
H 0.481 2.998 1.695
H -1.554 -2.554 -0.001
H -1.058 -3.012 1.480
H -1.189 -1.365 1.421
H -0.234 0.729 -1.850
H -0.900 -0.081 -0.476
H -1.280 1.589 -0.713
H 2.349 0.287 -1.009
H 1.345 -2.172 0.465

***

Q:
This record from the OMol25 dataset describes a cluster of 2 separate species, C4H10O2S in total. The level of theory is wB97M-V/def2-TZVPD.

Summary:
- Kohn-Sham gap (eV) = 10.004
- LUMO energy (hartree) = 0.02293
- 2S+1 = 1

Positions of all 17 atoms, in Å:
C -1.046 1.170 -0.954
C 0.024 1.770 1.345
C 0.871 -1.489 1.056
C -0.118 1.052 0.005
O 1.401 -0.573 -1.529
O -1.044 -2.134 -1.932
S 1.455 -0.023 -0.185
H -1.819 1.858 -0.691
H -1.235 -1.567 -2.634
H -0.905 0.687 -1.883
H -0.791 2.120 1.896
H 0.432 2.697 1.027
H 0.715 1.221 1.915
H 0.508 -0.983 1.946
H 1.806 -1.885 1.331
H 0.049 -2.190 0.739
H -0.302 -1.731 -1.453

***

Need the numbers? Relative energies in kcal/mol: P 44.2; Q 0.0.

***

P:
This record from the OMol25 dataset describes an isolated molecule of C4H10FN. The level of theory is wB97M-V/def2-TZVPD.

Summary:
- Kohn-Sham gap (eV) = 10.462
- structure (SMILES) = CC(C)N(C)F
- LUMO energy (hartree) = 0.03872
- 2S+1 = 1

Positions of all 16 atoms, in Å:
C -1.438 0.408 -0.757
C -0.433 -1.387 0.776
C 1.351 1.297 0.481
C -0.178 -0.597 -0.564
N 0.995 0.266 -0.755
F 2.158 -0.622 -0.728
H -1.939 0.247 0.147
H -1.165 1.499 -0.829
H -2.138 0.063 -1.570
H -0.204 -0.651 1.587
H 0.273 -2.178 0.909
H -1.436 -1.701 0.619
H 0.747 2.245 0.345
H 1.270 0.834 1.405
H 2.366 1.564 0.365
H -0.231 -1.287 -1.430

***

Q:
This record from the OMol25 dataset describes an isolated molecule of C4H10FN. The level of theory is wB97M-V/def2-TZVPD.

Summary:
- Kohn-Sham gap (eV) = 10.561
- structure (SMILES) = CC[C@H](F)CN
- LUMO energy (hartree) = 0.03732
- 2S+1 = 1

Positions of all 16 atoms, in Å:
C 0.517 0.455 -2.364
C 0.718 -0.568 -1.191
C 0.430 0.048 0.219
C -1.025 0.345 0.427
H 1.010 1.463 -2.117
H 0.932 0.009 -3.328
H -0.522 0.707 -2.631
H 0.065 -1.451 -1.206
H 1.813 -0.759 -1.278
H 1.055 0.735 0.608
H -1.605 -0.538 0.396
H -1.446 1.107 -0.306
H -2.216 0.742 2.012
H -0.813 1.553 2.101
N -1.208 0.675 1.867
F 0.705 -1.108 1.126

***

Need the numbers? Relative energies in kcal/mol: P 52.1; Q 0.0.

***

P:
This record from the OMol25 dataset describes a structure of composition C5H11N3O. The level of theory is wB97M-V/def2-TZVPD.

Summary:
- Kohn-Sham gap (eV) = 9.259
- LUMO energy (hartree) = 0.02058
- 2S+1 = 1

Positions of all 20 atoms, in Å:
C -0.690 -0.274 -2.126
C -1.126 -0.218 -0.701
C -0.219 -1.124 0.102
C 1.236 -0.960 0.506
C 0.837 1.156 1.339
H -1.696 -0.839 -2.963
H -0.542 1.100 -2.543
H 0.686 -0.794 -1.968
H -2.207 -0.577 -0.502
H -0.258 -2.142 -0.368
H -1.116 -1.531 0.927
H 1.161 -1.374 1.786
H 2.079 -1.489 -0.223
H 2.147 1.388 2.702
H -1.384 1.492 1.619
H -0.023 1.697 -0.956
N 1.219 1.518 2.504
N -0.663 1.122 1.000
N -0.905 1.261 -0.427
O 1.466 0.587 0.292

***

Q:
This record from the OMol25 dataset describes a cluster of 2 separate species, C5H11N3O in total. The level of theory is wB97M-V/def2-TZVPD.

Summary:
- Kohn-Sham gap (eV) = 8.894
- structure (SMILES) = [H]/N=C(\N)C(N)=O.C=CC
- LUMO energy (hartree) = 0.03391
- 2S+1 = 1

Positions of all 20 atoms, in Å:
C -0.976 1.238 0.799
C 0.416 1.793 0.797
C -1.758 1.258 -0.355
N -0.485 -0.926 0.995
H -1.464 1.221 1.767
H -1.437 -1.168 1.224
H 0.224 -1.052 1.711
H 0.382 2.862 1.022
H 0.888 1.646 -0.174
H 1.049 1.317 1.545
H -2.835 1.287 -0.234
H -1.431 -0.081 -1.075
H -1.393 1.851 -1.186
C 1.431 -1.634 -0.317
N 1.920 -1.806 -1.556
C -0.052 -1.296 -0.308
O 2.090 -1.670 0.715
N -0.725 -1.080 -1.348
H 1.273 -1.712 -2.326
H 2.885 -2.047 -1.696

***

Need the numbers? Relative energies in kcal/mol: P 173.7; Q 0.0.